Record 1
The following is a DFT calculation (ωB97M-V/def2-TZVPD) of a molecular structure, C19H34GeIrN2O7SSe in a non-equilibrium geometry.

The value obtained for the HOMO-LUMO gap (spin up / spin down) is 7.03 / 6.79 eV. The calculation puts the HOMO energy (spin up / spin down) at -4.4716 / -5.2280 eV. The electronic energy comes out at -173101.6578 eV. Its total charge is -1. As for the multiplicity: 5.

Element x y z (Å)
Ir 1.12945 0.88309 -0.70959
C 1.79019 -5.74798 -1.76274
C 2.22649 -4.31965 -1.53470
C 3.41490 -4.05793 -0.80894
C 3.95643 -2.76049 -0.79350
C 3.28292 -1.72665 -1.36051
C 1.89038 -1.85432 -1.86044
C 1.52738 -3.28615 -2.07906
S 3.94677 -0.10201 -1.45632
O 5.35689 -0.12280 -1.14518
O 3.53906 0.40901 -2.74411
N 3.10712 0.68859 -0.33995
C 3.66911 0.95154 0.96606
C 2.71643 1.85611 1.76824
O 3.13146 2.40040 2.78441
O 1.52259 1.97306 1.29348
H 2.42534 -6.44144 -1.21215
H 1.85992 -5.99472 -2.82378
H 0.75444 -5.90632 -1.45799
H 3.94764 -4.87362 -0.33709
H 4.94544 -2.57373 -0.39021
H 1.77763 -1.28121 -2.78544
H 0.63445 -3.47583 -2.66324
H 4.63538 1.45002 0.88970
H 3.82214 0.02970 1.54622
N 1.67265 5.06211 0.90477
C 1.40665 5.65887 -0.38949
C 1.17339 4.56601 -1.44646
O 0.74585 4.80588 -2.54181
O 1.50427 3.34789 -1.02904
H 2.25508 5.61418 1.51455
H 1.76131 3.39808 -0.06732
H 0.83683 4.78780 1.40418
H 2.28535 6.21479 -0.71950
H 0.55675 6.34511 -0.43622
C -1.35508 -2.31181 -1.00904
O -0.42660 -1.38787 -1.53332
C 0.82030 -1.19130 -0.87038
C 0.89661 -1.79842 0.52426
H -1.77526 -1.96194 -0.06221
H -0.91883 -3.30589 -0.86921
H -2.15583 -2.37283 -1.74620
H 0.70387 -2.87509 0.52378
H 0.18135 -1.30691 1.18366
H 1.89752 -1.63651 0.92036
C -6.58640 0.27459 1.36735
Ge -4.59720 0.14729 1.27431
C -3.93005 1.16585 2.83033
C -4.17641 -1.75715 1.60049
C -3.93027 0.75505 -0.42818
Se -1.25285 1.17950 -0.68499
C -1.42356 2.80439 0.40173
H -6.92527 -0.05135 2.35280
H -7.05470 -0.35967 0.61349
H -6.92614 1.29896 1.20861
H -4.31079 0.72186 3.75138
H -4.24999 2.20837 2.79902
H -2.83982 1.14373 2.86161
H -4.80680 -2.14526 2.40205
H -3.13409 -1.88320 1.89564
H -4.35293 -2.35545 0.70535
H -4.20827 1.76160 -0.73056
H -4.01547 0.04608 -1.24633
H -2.43019 2.85783 0.81024
H -1.23462 3.67472 -0.22670
H -0.69027 2.74349 1.20385

How is the electron density shared among the atoms? According to Mulliken, the charges in e are: 1.5008, -1.4049, 1.3517, -1.0501, 0.1755, -0.8188, 0.4278, -1.6458, 1.2921, -0.8069, -0.7400, -0.3274, -0.3231, 0.1441, -0.7626, -0.7686, 0.3734, 0.3187, 0.2913, 0.3138, 0.4874, 0.5843, 0.5590, 0.3994, 0.2737, -0.4819, -0.3152, 0.3271, -0.6476, -0.2666, 0.2006, 0.2194, 0.1375, 0.3468, 0.2897, -0.5215, -0.4191, 0.4203, -1.6741, 0.0773, 0.2891, 0.2854, 0.5101, 0.3632, 0.3335, -1.1898, 0.6697, -1.2199, -1.2603, -1.1732, -0.1922, -0.9678, 0.3440, 0.3601, 0.3474, 0.3982, 0.3540, 0.3046, 0.4056, 0.3487, 0.3443, 0.4771, 0.3966, 0.4733, 0.2990, 0.1614

=====

Record 2
The following is a DFT calculation (ωB97M-V/def2-TZVPD) of a molecular structure, C19H34IrN5O4S.

The value obtained for the HOMO-LUMO gap is 7.11 eV. The calculation puts the HOMO energy at -15.2227 eV. The electronic energy comes out at -49555.2558 eV. Its total charge is +2. As for the multiplicity: 1.

Element x y z (Å)
Ir 0.82151 1.80868 -0.15814
N 0.32680 3.88529 -0.61792
C 1.00954 4.55913 -1.76114
C 2.50734 4.32157 -1.67812
C 2.80985 2.93234 -2.15320
O 3.52688 2.61487 -3.03998
O 2.13612 1.90155 -1.49091
H -0.67857 3.89610 -0.77152
H 0.47361 4.46887 0.20001
H 0.77104 5.62171 -1.75529
H 0.60503 4.13535 -2.68025
H 2.86015 4.44415 -0.64988
H 3.05539 5.02176 -2.30405
O -0.79049 -1.59031 2.97835
C -0.75518 -1.13426 4.32299
N 0.54099 -1.22444 4.93699
C 1.54661 -0.30776 4.88037
O 2.58218 -0.41045 5.49039
C 1.35848 0.92271 4.01561
C 1.67310 2.15820 4.56199
C 1.60839 3.28046 3.75185
C 1.27624 3.12517 2.42683
N 1.00350 1.92357 1.87376
C 1.04092 0.83846 2.67526
H -0.63828 -2.54304 2.96414
H -1.46103 -1.68722 4.94166
H -1.07489 -0.09467 4.28511
H 0.76053 -2.03047 5.50610
H 1.97555 2.22541 5.59924
H 1.83296 4.26651 4.13209
H 1.25434 3.98009 1.77417
H 0.80999 -0.12028 2.23943
C -2.50664 -3.39809 -0.22817
C -3.63649 -2.69687 0.51796
C -4.05368 -1.35387 -0.07747
C -2.93561 -0.31406 -0.11730
N -2.14015 -0.43676 -1.35459
C -0.82816 -0.43004 -1.49895
S 0.19119 -0.34495 -0.04783
N -0.27662 -0.59974 -2.68409
C 1.15768 -0.66532 -3.03733
C 1.40639 -1.72233 -4.10748
C 1.52357 -3.15230 -3.58448
C 0.26000 -3.70305 -2.93221
H -2.34176 -4.39881 0.16992
H -1.55931 -2.85876 -0.13397
H -2.73166 -3.50722 -1.29208
H -3.34043 -2.53914 1.55911
H -4.51399 -3.34427 0.54073
H -4.87350 -0.93669 0.50860
H -4.45275 -1.49612 -1.08830
H -2.26700 -0.44388 0.73201
H -3.34152 0.69867 -0.08526
H -2.68961 -0.57806 -2.19392
H -0.90417 -0.72682 -3.47002
H 1.72126 -0.89010 -2.13292
H 1.46536 0.32067 -3.38510
H 2.32955 -1.44697 -4.61890
H 0.61612 -1.66060 -4.86563
H 2.35578 -3.20324 -2.87685
H 1.80107 -3.79189 -4.42333
H 0.01574 -3.18703 -2.00011
H 0.38201 -4.75710 -2.68627
H -0.60127 -3.62430 -3.60169

How is the electron density shared among the atoms? According to Mulliken, the charges in e are: 1.3170, -0.5525, -0.6070, -0.5901, 0.5773, -0.4716, -0.6121, 0.3052, 0.3116, 0.4478, 0.3654, 0.3257, 0.3341, -0.3312, -0.6817, -0.0886, 0.0647, -0.5511, -0.0695, -0.3591, -0.9546, 0.0295, -0.2686, 0.1572, 0.2586, 0.4449, 0.4011, 0.2617, 0.5344, 0.4462, 0.2452, 0.6783, -0.8897, -0.3451, -0.9859, -0.1455, -0.0772, 0.2860, -0.3468, -0.0261, -0.2772, -1.0867, -0.5434, -0.7931, 0.4609, 0.0566, 0.3105, 0.1668, 0.3853, 0.3905, 0.3607, 0.0955, 0.2939, 0.2895, 0.2809, 0.4695, 0.1258, 0.3669, 0.3907, 0.3207, 0.3614, -0.0209, 0.4710, 0.2863

=====

Record 3
The following is a DFT calculation (ωB97M-V/def2-TZVPD) of 2 unconnected molecules or ions with the total composition C19H34N2O2 in a non-equilibrium geometry.

The value obtained for the HOMO-LUMO gap is 8.99 eV. The calculation puts the HOMO energy at -8.3736 eV. The electronic energy comes out at -27330.2592 eV. Its total charge is 0. As for the multiplicity: 1. The SMILES is CNC(=O)[C@H](CC(C)C)NC(C)=O.CC1=CCC(C(C)C)=CC1.

Element x y z (Å)
C 5.35123 -5.08175 -3.82954
N 4.46640 -4.01111 -3.37527
C 4.30238 -3.65053 -2.09517
O 4.91178 -4.19943 -1.18285
C 3.33800 -2.48197 -1.78973
C 2.50484 -2.68123 -0.50255
C 1.65566 -1.46998 -0.07359
C 0.78751 -1.86905 1.11745
C 2.52298 -0.27621 0.33531
N 2.50230 -2.03646 -2.92442
C 1.57873 -2.69800 -3.62700
C 1.07717 -4.06351 -3.19712
O 1.13020 -2.19392 -4.64249
H 5.31490 -5.92025 -3.12970
H 5.04274 -5.42753 -4.81727
H 6.37758 -4.71348 -3.87771
H 3.94295 -3.50014 -4.07054
H 4.01582 -1.65489 -1.58245
H 1.85321 -3.54396 -0.62840
H 3.18676 -2.92171 0.31494
H 0.99677 -1.16644 -0.88686
H 0.25020 -0.99926 1.48348
H 1.40921 -2.26380 1.92200
H 0.06810 -2.62826 0.80993
H 1.88665 0.53714 0.68436
H 3.20608 -0.56445 1.13528
H 3.09494 0.08314 -0.51861
H 2.69496 -1.11562 -3.28907
H 1.89815 -4.71340 -2.90972
H 0.39021 -3.94184 -2.36283
H 0.54344 -4.51719 -4.03100
C -3.36615 7.08077 2.51905
C -3.28714 5.58532 2.37646
C -3.73643 4.79349 3.40964
C -3.72934 3.28869 3.37472
C -3.25720 2.69413 2.06728
C -3.29562 1.18364 1.93363
C -3.93078 0.71694 0.61687
C -1.88442 0.61512 2.06559
C -2.78949 3.49414 1.04019
C -2.72131 4.99757 1.10709
H -2.82408 7.40502 3.41286
H -2.92592 7.57515 1.64748
H -4.41007 7.39762 2.60689
H -4.13162 5.27553 4.29883
H -4.74710 2.93813 3.57214
H -3.08848 2.92269 4.18275
H -3.90520 0.78116 2.74965
H -3.30812 0.98007 -0.24288
H -4.91599 1.17578 0.48874
H -4.05701 -0.36994 0.62593
H -1.42595 0.94206 3.00372
H -1.92339 -0.47796 2.06333
H -1.25326 0.94666 1.23534
H -2.43831 3.02997 0.12472
H -3.27270 5.40544 0.25447
H -1.67675 5.30788 1.00664

How is the electron density shared among the atoms? According to Mulliken, the charges in e are: -1.0034, -0.1407, 0.0676, -0.6646, -0.0326, -1.0873, 0.9846, -1.2580, -1.5434, -0.0877, 0.6668, -0.9841, -0.6766, 0.3296, 0.3531, 0.3083, 0.2829, 0.4069, 0.2893, 0.5150, 0.1476, 0.1534, 0.3204, 0.4301, 0.4301, 0.3116, 0.3503, 0.2104, 0.3477, 0.2521, 0.3325, -1.5534, 0.7388, -0.7861, -0.4215, 0.3937, 0.2311, -1.5505, -1.3802, -0.5433, -0.5920, 0.3352, 0.3633, 0.3115, 0.3639, 0.3390, 0.2971, 0.4028, 0.2774, 0.3771, 0.4466, 0.3505, 0.4100, 0.2672, 0.2769, 0.3294, 0.3035

=====

Record 4
The following is a DFT calculation (ωB97M-V/def2-TZVPD) of 4 unconnected molecules or ions with the total composition C19H35BBrN4O4 in a non-equilibrium geometry.

The value obtained for the HOMO-LUMO gap is 6.67 eV. The calculation puts the HOMO energy at -4.8745 eV. The electronic energy comes out at -105139.1798 eV. Its total charge is -1. As for the multiplicity: 1.

Element x y z (Å)
C -0.27060 2.43173 3.72306
C -0.82840 2.92200 2.41008
O -1.48183 3.95751 2.35144
O -0.57258 2.16698 1.30805
C 0.33457 2.83162 0.38528
C 1.77191 2.68865 0.86181
C 2.78347 2.78978 -0.27074
C 4.21824 2.36504 0.11262
B 4.64021 2.67353 1.65420
Br 6.38873 1.61703 2.07755
C 4.91672 4.28757 1.82956
O 4.14272 4.94880 2.87670
N 4.36118 4.40154 4.09587
O 3.50934 4.69312 4.86381
H 0.02516 3.30028 4.29671
H 0.56979 1.76579 3.58171
H -1.09512 1.96559 4.25312
H 0.07518 3.88513 0.33507
H 0.17675 2.36765 -0.58290
H 1.96160 3.49559 1.56947
H 1.89945 1.75638 1.40446
H 2.43264 2.16737 -1.09747
H 2.80588 3.82908 -0.60822
H 4.89104 2.95305 -0.52256
H 4.38968 1.33457 -0.18767
H 3.83813 2.31039 2.47920
H 5.98215 4.49289 1.93640
H 4.60143 4.79842 0.92259
C -4.33654 -2.39376 5.23870
C -4.34897 -0.87630 5.38281
C -3.47342 -0.17144 4.34169
C -2.07391 -0.58533 4.46310
N -0.97878 -0.91648 4.56313
H -3.33587 -2.79874 5.39252
H -4.99393 -2.85350 5.97714
H -4.67874 -2.69677 4.24720
H -4.01067 -0.60538 6.38437
H -5.37276 -0.51119 5.28122
H -3.52319 0.91043 4.47022
H -3.81538 -0.40373 3.33227
C -0.33756 -0.51333 -4.10937
C -0.50964 -1.48643 -2.94892
C -0.23500 -0.85542 -1.58008
C 1.14200 -0.36734 -1.49200
N 2.22013 0.01798 -1.40733
H 0.68812 -0.14716 -4.17330
H -0.57498 -1.01092 -5.05066
H -1.00085 0.34712 -3.99859
H 0.15819 -2.34031 -3.09067
H -1.53267 -1.87309 -2.95405
H -0.38779 -1.58403 -0.78357
H -0.91265 -0.01877 -1.40164
C -2.70312 -5.87575 -6.62510
C -1.31382 -5.84020 -5.99868
C -1.05867 -4.56654 -5.18560
C -1.16007 -3.37367 -6.02953
N -1.23576 -2.44386 -6.69817
H -2.84057 -5.05879 -7.33439
H -2.85381 -6.80925 -7.16718
H -3.48013 -5.79972 -5.86210
H -0.56046 -5.92658 -6.78340
H -1.19069 -6.70224 -5.34102
H -0.06252 -4.58850 -4.74359
H -1.78298 -4.47809 -4.37466

How is the electron density shared among the atoms? According to Mulliken, the charges in e are: -0.8557, 0.7700, -0.6353, -0.2828, -0.9099, -0.1720, -0.6971, -1.2365, 0.6610, -0.5084, -0.6179, -0.1675, 0.2095, -0.4215, 0.3308, 0.2611, 0.1455, 0.3093, 0.3898, 0.3700, 0.3453, 0.4062, 0.3422, 0.3813, 0.3140, -0.2526, 0.2740, 0.1613, -1.1452, -0.4643, -0.2773, 0.2031, -0.4526, 0.3477, 0.3365, 0.2909, 0.2994, 0.3236, 0.2949, 0.3109, -1.0990, -0.2266, -0.3994, 0.2060, -0.4460, 0.3172, 0.2408, 0.2914, 0.2138, 0.2781, 0.3463, 0.2554, -1.1552, -0.5913, -0.2885, 0.3832, -0.5557, 0.3606, 0.3365, 0.2916, 0.3211, 0.3370, 0.3157, 0.2853